The following is a DFT calculation (wB97M-V/def2-TZVPD) of 9 unconnected molecules or ions with the total composition C48H76F4N2O5S3.

Summary:
E_HOMO = -8.127 eV
HOMO-LUMO gap = 8.59 eV

Each line ends with the Mulliken charge.
Positions of all 138 atoms, in Å:
1 F 1.2308 -3.4030 2.7570  -0.10
2 C 1.4614 -2.6404 3.9070  0.46
3 C 2.5696 -1.8412 3.9976  -0.35
4 C 2.7332 -1.0647 5.1108  0.31
5 C 1.8072 -0.9759 6.0769  -0.89
6 C 0.6725 -1.8240 5.9885  -0.35
7 C 0.5508 -2.7629 5.0005  -0.63
8 H 3.2678 -1.8189 3.1332  0.27
9 H 3.5849 -0.3428 5.0292  0.15
10 H 1.8952 -0.2515 6.8486  0.47
11 H -0.0442 -1.7969 6.8142  0.40
12 H -0.2749 -3.4913 4.8974  0.42
13 F -2.5372 -3.1897 -5.5197  -0.36
14 C -1.2488 -2.6589 -5.3343  0.00
15 C -0.2939 -3.0865 -6.3077  -0.53
16 C 1.0379 -2.7770 -6.0694  -0.83
17 C 1.3112 -1.9128 -4.9014  -0.20
18 C 0.3276 -1.4641 -4.0705  0.66
19 C -0.9595 -1.9259 -4.2093  0.12
20 H -0.6146 -3.6218 -7.2098  0.43
21 H 1.8172 -2.9772 -6.8351  0.39
22 H 2.3285 -1.5622 -4.7704  0.21
23 H 0.6107 -0.8507 -3.2058  -0.33
24 H -1.7400 -1.7590 -3.4246  0.37
25 F 1.9678 -0.2887 -0.5688  -0.08
26 C 3.0299 -0.4586 -1.3775  0.35
27 C 2.9430 0.0281 -2.6870  -0.40
28 C 4.0674 -0.0482 -3.4874  -0.59
29 C 5.2012 -0.7023 -3.0506  -0.69
30 C 5.1873 -1.2322 -1.7743  -0.78
31 C 4.1290 -1.0452 -0.8800  -0.17
32 H 2.0826 0.6490 -3.0372  0.54
33 H 4.3037 0.5677 -4.3556  0.45
34 H 6.0971 -0.7043 -3.6237  0.47
35 H 6.0369 -1.8418 -1.4166  0.37
36 H 4.2477 -1.4952 0.0907  0.59
37 F -1.9433 -4.6345 -2.4108  -0.47
38 C -0.7519 -4.5858 -1.7651  1.07
39 C 0.3849 -4.3105 -2.5465  -1.17
40 C 1.5637 -4.1357 -1.8262  -0.17
41 C 1.6277 -4.3667 -0.4356  -0.90
42 C 0.5007 -4.8091 0.2335  0.03
43 C -0.7407 -4.8688 -0.4287  -1.04
44 H 0.3798 -4.1816 -3.5972  0.79
45 H 2.4292 -3.8562 -2.4036  0.41
46 H 2.5576 -4.2754 0.1677  0.37
47 H 0.5454 -5.0616 1.2632  0.45
48 H -1.6740 -5.0779 0.0215  0.62
49 C -3.6812 3.4540 0.8987  -1.80
50 C -3.4791 3.7373 -0.6190  1.59
51 C -2.4452 4.8481 -0.7428  -1.16
52 C -2.2196 5.2127 -2.1731  -0.72
53 C -1.6532 3.9426 -2.8969  -1.46
54 C -2.5114 2.6921 -2.6719  1.91
55 N -2.8770 2.6052 -1.2262  0.31
56 O -3.7382 1.4723 -1.0849  0.42
57 C -3.6763 2.7994 -3.7304  -1.36
58 C -1.7405 1.4173 -3.0811  -2.27
59 C -4.8552 4.1124 -1.1500  -1.61
60 H -2.7395 3.3286 1.4085  0.35
61 H -4.3242 2.5657 1.0798  0.19
62 H -4.2053 4.3749 1.2758  0.52
63 H -2.6018 5.7181 -0.1917  0.53
64 H -1.4970 4.6096 -0.2922  -0.06
65 H -1.4827 5.9864 -2.2311  0.54
66 H -3.0720 5.7108 -2.6729  0.34
67 H -0.6863 3.8115 -2.4728  0.45
68 H -1.5551 4.1385 -3.9559  0.43
69 H -4.1245 3.7834 -3.9970  0.33
70 H -3.2854 2.2726 -4.6620  0.34
71 H -4.5218 2.1667 -3.3683  0.18
72 H -2.4754 0.6853 -3.1940  0.64
73 H -1.1891 1.6501 -3.9811  0.43
74 H -0.9740 1.3010 -2.3472  0.14
75 H -4.8241 4.4887 -2.1684  0.37
76 H -5.2382 4.9811 -0.5368  0.42
77 H -5.6352 3.3062 -1.1251  0.11
78 H -3.4540 0.9306 -0.2813  0.10
79 C 4.7358 1.9013 4.2242  -1.84
80 C 4.9385 3.0456 3.1491  1.58
81 C 5.7482 2.4534 1.9163  -1.96
82 C 4.8723 1.7775 0.9592  0.56
83 C 3.7160 2.6071 0.5496  -1.46
84 C 2.8787 2.9438 1.7608  1.65
85 N 3.6771 3.6586 2.6748  0.30
86 O 2.9161 4.1750 3.8028  -0.47
87 C 1.7509 3.9030 1.2233  -2.26
88 C 2.1662 1.7058 2.2801  -0.79
89 C 5.7918 4.1431 3.7720  -1.56
90 H 3.8329 2.1830 4.8457  0.35
91 H 5.6012 1.9637 4.8520  0.33
92 H 4.6851 0.9309 3.8221  0.41
93 H 6.1796 3.3249 1.5334  0.63
94 H 6.5627 1.8185 2.2662  0.34
95 H 4.5941 0.8212 1.4369  -0.34
96 H 5.3975 1.5745 0.0409  0.60
97 H 3.1461 2.0588 -0.1300  0.05
98 H 3.9597 3.5423 0.0770  0.57
99 H 1.1871 3.4396 0.3788  0.24
100 H 1.1068 4.1628 2.0446  0.52
101 H 2.1930 4.8601 0.9117  0.55
102 H 1.6808 1.1343 1.4751  -0.32
103 H 2.8015 0.9843 2.8348  -0.10
104 H 1.3743 2.0466 2.9056  0.74
105 H 6.3425 4.5790 2.9989  0.40
106 H 6.5683 3.6845 4.4165  0.35
107 H 5.2679 4.7567 4.5339  0.39
108 H 3.0703 5.0902 3.6273  0.38
109 C -6.0885 -0.5980 -0.3188  -1.06
110 S -4.9444 -1.8415 -0.8062  0.91
111 O -5.2076 -3.0614 0.0336  -0.74
112 C -5.6120 -2.1257 -2.4318  -1.08
113 H -7.1170 -1.0187 -0.3379  0.49
114 H -5.9544 0.3210 -0.8588  0.21
115 H -5.7288 -0.3984 0.6938  0.27
116 H -6.6612 -2.4302 -2.4003  0.42
117 H -4.9095 -2.8285 -2.9553  0.29
118 H -5.4730 -1.1123 -2.8658  0.29
119 C -4.3067 -4.0201 2.9286  -1.23
120 S -2.6360 -4.5322 2.6502  1.18
121 O -1.9788 -4.4830 3.9880  -0.87
122 C -2.8065 -6.2827 2.2936  -1.35
123 H -4.9756 -4.5547 2.3022  0.42
124 H -4.4513 -2.9797 2.6015  0.18
125 H -4.6592 -4.1878 3.9324  0.43
126 H -3.3734 -6.7455 3.0168  0.52
127 H -1.7667 -6.6088 2.2866  0.31
128 H -3.3457 -6.3676 1.3415  0.38
129 C -1.2597 -1.6912 -0.4012  0.19
130 S -1.1048 -0.0889 0.4946  0.99
131 O -2.5183 0.1681 0.9801  -0.98
132 C -0.2964 -0.7435 1.9519  -0.36
133 H -1.8297 -2.3913 0.2240  0.08
134 H -0.3269 -2.0751 -0.8041  -0.11
135 H -1.9282 -1.4229 -1.2160  -0.27
136 H -0.5687 -0.0850 2.8043  0.55
137 H 0.8121 -0.6521 1.9003  -0.18
138 H -0.6301 -1.8008 2.1730  -0.07

---

The following is a DFT calculation (wB97M-V/def2-TZVPD) of 2 unconnected molecules or ions with the total composition C7H8S3.

Summary:
E_HOMO (alpha / beta) = -7.163 / -7.163 eV
ΔE to the lowest compared entry with this formula, charge and spin = 84.03 kcal/mol
HOMO-LUMO gap (alpha / beta) = 7.18 / 7.18 eV

Each line ends with the Mulliken charge.
Positions of all 18 atoms, in Å:
1 C 0.7938 2.6731 0.6923  -0.83
2 C 0.3957 2.1199 -0.5028  -0.26
3 C -0.1377 2.3602 1.6736  -0.14
4 C -0.9020 1.5960 -0.6278  0.42
5 C 0.0671 -0.9785 -0.9282  0.25
6 C 0.3912 -3.6274 -0.6396  -0.81
7 C -1.3865 0.7623 -1.6045  -1.00
8 S 1.4122 -0.4668 -0.2983  -0.21
9 S -1.5918 1.6490 1.0887  -0.12
10 S -0.7791 -2.3237 -1.1685  -0.01
11 H 1.8023 2.8161 1.0332  0.32
12 H 1.0270 1.9387 -1.4139  0.42
13 H -0.2228 2.6973 2.7015  0.39
14 H 0.6182 -3.3538 0.4678  0.26
15 H 1.2530 -3.5206 -1.3307  0.27
16 H -0.1418 -4.6193 -0.6405  0.33
17 H -0.8824 0.9793 -2.5722  0.29
18 H -2.4190 0.3675 -1.7365  0.42

---

The following is a DFT calculation (wB97M-V/def2-TZVPD) of a molecular structure, C25H17CaCl2F5N5O4S2.

Summary:
E_HOMO = -5.913 eV
charge = -1
ΔE to the lowest compared entry with this formula, charge and spin = 22.86 kcal/mol
HOMO-LUMO gap = 7.64 eV

Each line ends with the Mulliken charge.
Positions of all 61 atoms, in Å:
1 Ca 1.0480 -0.1827 0.0459  2.04
2 Cl 5.2091 2.2074 -2.0556  -0.24
3 C 5.3773 0.9260 -0.8935  0.38
4 C 6.6648 0.5491 -0.4820  -0.74
5 C 6.8427 -0.4505 0.4248  0.66
6 Cl 8.4606 -0.8921 0.9109  -0.28
7 C 5.7290 -1.1305 0.9766  0.31
8 C 5.8094 -2.1770 1.9175  -0.70
9 C 4.6612 -2.7544 2.3778  -1.01
10 C 3.4212 -2.2903 1.9083  0.09
11 N 3.3065 -1.3171 1.0329  -0.30
12 C 4.4385 -0.7375 0.5574  0.09
13 C 4.2272 0.3155 -0.4121  -0.06
14 O 3.0242 0.6217 -0.7592  -0.90
15 H 7.5205 1.0643 -0.8964  0.45
16 H 6.7794 -2.5077 2.2635  0.39
17 H 4.6873 -3.5594 3.0996  0.42
18 H 2.4982 -2.7286 2.2680  0.26
19 F 0.2587 -0.6587 3.7121  -0.40
20 C 0.0273 -1.8544 3.0956  0.52
21 C 0.2016 -1.9666 1.7396  -1.48
22 C -0.0421 -3.2143 1.2297  0.87
23 F 0.1246 -3.4288 -0.1147  -0.42
24 C -0.4301 -4.3072 1.9831  0.13
25 F -0.6533 -5.5145 1.4349  -0.34
26 C -0.5881 -4.1406 3.3470  0.74
27 F -0.9642 -5.1750 4.1136  -0.33
28 C -0.3574 -2.9003 3.9162  0.18
29 F -0.5112 -2.7477 5.2427  -0.33
30 N 0.7934 2.1583 -1.2027  -0.54
31 C -0.4905 2.6699 -1.5660  1.01
32 C -1.0586 2.3214 -2.7843  -0.42
33 C -2.3770 2.6432 -3.0531  -1.10
34 C -3.1398 3.3197 -2.1107  -0.13
35 C -2.5468 3.7420 -0.9309  -0.43
36 C -1.2241 3.4167 -0.6579  -0.52
37 S -4.9104 3.4798 -2.3568  1.27
38 O -5.0711 4.1039 -3.6544  -0.72
39 O -5.3578 4.2631 -1.2157  -0.72
40 O -5.3572 2.0833 -2.3104  -0.59
41 H 1.4029 2.0063 -1.9986  0.22
42 H 1.2848 2.8058 -0.5962  0.23
43 H -0.4708 1.7658 -3.5097  0.33
44 H -2.8401 2.3447 -3.9861  0.39
45 H -3.1454 4.2920 -0.2168  0.52
46 H -0.7791 3.7003 0.2907  0.29
47 C -5.4710 0.3648 0.7401  -1.45
48 C -4.1888 1.1615 0.5060  0.01
49 C -3.2017 0.4359 -0.3436  0.30
50 N -1.9539 0.2933 -0.0578  0.03
51 N -1.2611 -0.4391 -0.9899  -0.17
52 C -2.0093 -0.8633 -1.9625  0.19
53 N -1.5415 -1.6430 -2.9976  -0.54
54 S -3.6417 -0.3416 -1.8394  -0.18
55 H -6.1497 0.9294 1.3788  0.41
56 H -5.2665 -0.5978 1.2130  0.36
57 H -5.9850 0.1950 -0.2075  0.39
58 H -3.6807 1.3941 1.4427  0.31
59 H -4.4539 2.0979 0.0162  -0.18
60 H -0.5622 -1.5168 -3.1988  0.19
61 H -2.1164 -1.6348 -3.8242  0.27

---

The following is a DFT calculation (wB97M-V/def2-TZVPD) of 2 unconnected molecules or ions with the total composition C7H12O.

Summary:
SMILES = C=C/C=C/C(=C)C.O
E_HOMO = -8.797 eV
ΔE to the lowest compared entry with this formula, charge and spin = 76.32 kcal/mol
HOMO-LUMO gap = 9.51 eV

Each line ends with the Mulliken charge.
Positions of all 20 atoms, in Å:
1 C 0.8120 -0.8575 -2.6457  -0.69
2 C 1.4513 -0.2459 -1.6623  -0.10
3 C 0.9327 0.7153 -0.6870  -0.09
4 C -0.2746 0.5262 -0.1266  -0.27
5 C -0.8855 1.1668 1.0065  0.41
6 C -1.5680 2.2894 0.8464  -1.03
7 C -0.3804 0.9529 2.4654  -1.05
8 H 1.3894 -1.5240 -3.2955  0.26
9 H -0.3006 -0.7938 -2.6900  0.25
10 H 2.5872 -0.5736 -1.6220  0.20
11 H 1.5694 1.5378 -0.4676  0.43
12 H -0.9692 -0.4013 -0.2863  0.18
13 H -1.8417 2.8261 -0.1045  0.24
14 H -2.0606 2.8105 1.5939  0.35
15 H -0.9969 0.0456 2.7792  0.23
16 H 0.7034 0.7692 2.2615  0.30
17 H -0.5187 1.8051 3.1276  0.39
18 O -0.0847 -3.3041 0.2807  -0.61
19 H 0.3264 -3.0556 1.0703  0.30
20 H 0.2644 -4.2962 0.2076  0.31

---

The following is a DFT calculation (wB97M-V/def2-TZVPD) of 2 unconnected molecules or ions with the total composition O2.

Summary:
E_HOMO = -13.085 eV
ΔE to the lowest compared entry with this formula, charge and spin = 149.10 kcal/mol
HOMO-LUMO gap = 7.27 eV

Each line ends with the Mulliken charge.
Positions of all 2 atoms, in Å:
1 O 0.0000 0.0000 0.9752  0.00
2 O 0.0000 0.0000 -0.9752  0.00

---

The following is a DFT calculation (wB97M-V/def2-TZVPD) of 3 unconnected molecules or ions with the total composition C16H34BN2O4S.

Summary:
E_HOMO = -4.951 eV
charge = -1
HOMO-LUMO gap = 7.38 eV

Each line ends with the Mulliken charge.
Positions of all 58 atoms, in Å:
1 C -1.0072 -2.1356 5.8015  -0.65
2 C -1.7637 -3.5772 5.6130  -0.50
3 C -1.6903 -4.2128 4.1043  -0.43
4 C -2.4810 -3.3618 2.9482  0.21
5 C -3.1838 -4.3766 1.8298  -1.13
6 B -1.5938 -2.1910 2.2098  0.35
7 C -0.0508 -2.6189 1.8302  -0.54
8 N 0.5739 -1.7264 0.7702  0.01
9 C 1.8948 -1.1321 1.2424  -0.87
10 N -2.2962 -1.9106 0.8588  -0.42
11 C -3.1953 -0.8812 1.1635  0.07
12 S -4.3812 0.3418 0.9712  -0.31
13 H -1.7902 -1.2861 6.1026  0.18
14 H -0.3198 -1.8106 4.9123  0.10
15 H -0.2910 -2.2316 6.7514  0.28
16 H -1.2721 -4.3880 6.3383  0.30
17 H -2.9097 -3.5323 5.9381  0.26
18 H -0.5664 -4.4447 3.8753  0.19
19 H -2.2338 -5.2738 4.1654  0.27
20 H -3.3848 -2.8155 3.4929  0.02
21 H -4.0515 -3.8490 1.2182  0.22
22 H -3.7157 -5.2519 2.4430  0.39
23 H -2.3748 -4.8758 1.1355  0.17
24 H -1.5775 -1.2061 2.8931  -0.20
25 H 0.5799 -2.5949 2.8169  -0.03
26 H -0.0852 -3.7452 1.4372  0.07
27 H 0.8151 -2.3088 -0.0809  0.26
28 H 2.4626 -1.8265 2.0300  0.29
29 H 1.7895 -0.0430 1.6834  0.20
30 H 2.6053 -1.0729 0.2966  0.29
31 O -0.5850 3.3052 -3.7214  -0.67
32 C -0.9649 2.1527 -3.5365  0.78
33 O -0.9040 1.6019 -2.3020  -0.37
34 C -1.5036 0.3447 -1.9395  -0.16
35 C -0.5721 -0.8092 -2.2546  -0.73
36 C -1.4128 1.2998 -4.6870  -1.00
37 H -2.4885 0.2292 -2.4013  0.24
38 H -1.6728 0.3841 -0.8583  0.10
39 H -0.3662 -0.8787 -3.3264  0.36
40 H -1.0062 -1.7566 -1.9239  0.34
41 H 0.3926 -0.6693 -1.7558  0.11
42 H -0.5397 0.8388 -5.1544  0.24
43 H -1.9157 1.9416 -5.4173  0.33
44 H -2.1338 0.5323 -4.4114  0.34
45 O 6.3115 5.8473 -2.4897  -0.59
46 C 5.1138 5.6020 -2.5983  0.70
47 O 4.6975 4.3586 -2.9323  -0.36
48 C 3.3280 3.9179 -2.8889  -0.36
49 C 2.6086 4.2612 -4.1785  -0.59
50 C 4.0927 6.6928 -2.4592  -0.86
51 H 2.8157 4.3075 -2.0042  0.34
52 H 3.3577 2.8294 -2.7736  0.30
53 H 2.5658 5.3420 -4.3398  0.22
54 H 1.5866 3.8731 -4.1650  0.10
55 H 3.1375 3.8342 -5.0370  0.29
56 H 3.9803 7.2049 -3.4177  0.23
57 H 4.4494 7.4060 -1.7093  0.29
58 H 3.1224 6.3454 -2.1090  0.32

---

| no. | strongest force on any atom (eV Å⁻¹) |
| --- | --- |
| 1 | 3.5 |
| 2 | 4.3 |
| 3 | 0.6 |
| 4 | 4.6 |
| 5 | 8.3 |
| 6 | 11.5 |